Below is C27H30AsCsN3O3P as an isolated structure in a non-equilibrium geometry, with properties calculated with ωB97M-V/def2-TZVPD.

Geometry (Å):
Cs1 -0.7054 0.7233 1.0510
N1 -3.4825 -0.5359 -1.2961
C1 -3.4639 -1.8558 -1.7233
C2 -4.6425 -2.3711 -2.2886
C3 -4.7261 -3.6837 -2.6962
C4 -3.6399 -4.5441 -2.5609
C5 -2.4792 -4.0484 -2.0055
C6 -2.3589 -2.7234 -1.5786
P1 -0.8502 -2.0579 -0.8507
C7 0.5107 -2.6098 -1.9130
C8 1.1527 -3.8397 -1.8052
C9 2.1852 -4.1746 -2.6674
C10 2.5812 -3.2852 -3.6547
C11 1.9485 -2.0551 -3.7719
C12 0.9279 -1.7151 -2.8977
C13 -0.6409 -2.9552 0.7396
C14 -1.6919 -3.6270 1.3512
C15 -1.5052 -4.2213 2.5936
C16 -0.2753 -4.1455 3.2266
C17 0.7726 -3.4617 2.6199
C18 0.5927 -2.8589 1.3851
H1 -4.2359 0.0275 -1.6521
H2 -2.6122 -0.0327 -1.2022
H3 -5.4972 -1.7149 -2.4023
H4 -5.6522 -4.0389 -3.1305
H5 -3.6978 -5.5736 -2.8853
H6 -1.6171 -4.6966 -1.8938
H7 0.8493 -4.5370 -1.0331
H8 2.6794 -5.1329 -2.5709
H9 3.3851 -3.5478 -4.3304
H10 2.2559 -1.3513 -4.5347
H11 0.4594 -0.7409 -2.9664
H12 -2.6564 -3.6882 0.8628
H13 -2.3299 -4.7439 3.0612
H14 -0.1344 -4.6149 4.1915
H15 1.7349 -3.3933 3.1128
H16 1.3970 -2.3020 0.9194
O1 -2.0709 2.5859 0.1241
N2 -1.9606 3.8234 0.3296
N3 -0.9419 4.0833 1.0779
O2 -0.1468 3.1430 1.5404
C19 -0.6643 5.4497 1.3733
C20 0.3935 5.7238 2.2308
C21 0.6980 7.0447 2.5261
C22 -0.0427 8.0765 1.9729
C23 -1.0981 7.7823 1.1205
C24 -1.4217 6.4715 0.8101
H17 0.9434 4.8942 2.6475
H18 1.5203 7.2582 3.1970
H19 0.1959 9.1065 2.2019
H20 -1.6791 8.5865 0.6878
H21 -2.2408 6.2466 0.1467
C25 2.7105 2.8286 -0.0597
As1 2.7229 1.0869 0.7428
C26 4.4738 0.3730 0.3955
C27 2.5229 1.3155 2.6567
O3 1.5377 0.0831 0.1148
H22 3.5647 3.4114 0.2852
H23 1.7753 3.3170 0.2151
H24 2.7809 2.6849 -1.1378
H25 5.2445 1.0445 0.7710
H26 4.5796 0.2419 -0.6798
H27 4.5578 -0.5986 0.8806
H28 3.4242 1.8198 3.0074
H29 2.4450 0.3252 3.1048
H30 1.6384 1.9184 2.9137

Its HOMO-LUMO gap is 7.38 eV. The value obtained for the LUMO energy is 0.01 eV. Its strongest force on any atom is 3.159 eV/A. The energy above the lowest of the compared OMol25 structures with the same formula, charge and spin is 69.5 kJ/mol. As for the HOMO energy: -7.37 eV. The calculation puts the molar mass at 683.356 g/mol.